[1]
85
Properties=species:S:1:pos:R:3 method="wB97M-V/def2-TZVPD" relative_energy_kj_mol=511.76 lumo_ev="-8.2 / -8.2" homo_ha="-0.4554 / -0.4554" total_charge=+2 multiplicity=2 energy_ha=-4004.82696 s_squared=0.8154 homo_lumo_gap_ev="4.18 / 4.18"
Ir -0.01713 -0.38883 0.18220
S 0.39356 1.04986 -2.72324
C -1.04697 1.78858 -3.30181
C -1.79987 1.37979 -4.40100
C -2.89866 2.13074 -4.75543
C -3.24611 3.29278 -4.04973
C -2.52908 3.69696 -2.94693
C -1.43408 2.92459 -2.55107
S -0.43492 3.19809 -1.18586
C 1.68012 2.11107 1.27268
C 1.52055 1.11244 2.19801
C 1.69088 1.37677 3.59455
C 1.64346 0.35340 4.49816
C 1.48537 -0.95496 4.02139
C 1.29179 -1.16697 2.66713
C 1.12708 -2.56587 2.15738
S -0.42983 -2.75961 1.20066
C -1.56761 -2.32044 2.50592
C -1.95049 -3.34217 3.35981
C -2.86604 -3.10422 4.37222
C -3.41251 -1.83489 4.52211
C -3.01093 -0.81088 3.68970
C -2.08086 -1.02943 2.66597
S -1.64785 0.36651 1.72242
N 1.22664 -0.16940 1.77672
H -1.49531 0.51056 -4.96334
H -3.49614 1.84045 -5.60458
H -4.07797 3.88452 -4.39610
H -2.79168 4.58695 -2.39541
H 1.92998 3.10567 1.59430
H 1.57917 1.93043 0.21515
H 1.83534 2.40062 3.90289
H 1.73690 0.52740 5.55748
H 1.48203 -1.79723 4.69276
H 1.09121 -3.29043 2.96903
H 1.93163 -2.83888 1.47163
H -1.53089 -4.32851 3.22496
H -3.16762 -3.91094 5.02116
H -4.14381 -1.63885 5.29221
H -3.41470 0.18400 3.80070
N 6.56469 -3.18444 -1.06247
C 7.31429 -4.30957 -1.26772
C 8.64785 -4.61075 -1.03941
C 9.05480 -5.89836 -1.33643
C 8.17356 -6.85679 -1.84801
C 6.84850 -6.56836 -2.08292
C 6.40313 -5.27686 -1.77755
N 5.16794 -4.73221 -1.85195
C 5.27857 -3.49055 -1.42222
C 4.13300 -2.63484 -1.27789
C 4.16291 -1.34180 -0.74650
C 2.98019 -0.65376 -0.57148
N 1.77217 -1.15896 -0.85950
C 1.75141 -2.37481 -1.42419
C 2.87618 -3.12950 -1.65409
H 6.90653 -2.30413 -0.71687
H 9.33520 -3.88051 -0.64004
H 10.08086 -6.17465 -1.16339
H 8.54832 -7.84263 -2.06212
H 6.16602 -7.30043 -2.47682
H 5.08803 -0.87307 -0.45024
H 3.01516 0.35165 -0.18222
H 0.78713 -2.76727 -1.70837
H 2.81854 -4.10884 -2.09871
S -5.58204 -1.21351 -3.36834
C -4.00990 -0.99177 -2.59765
C -3.84061 0.10835 -1.76079
C -2.63993 0.28837 -1.11136
N -1.62467 -0.58604 -1.17138
C -1.79740 -1.64352 -1.96649
C -2.93453 -1.86904 -2.71480
C -5.07845 -1.33019 -5.09460
C -4.45863 -2.43105 -5.65826
C -4.10233 -2.34581 -7.00058
N -4.33933 -1.27827 -7.72753
C -4.96031 -0.24439 -7.20784
C -5.36178 -0.22022 -5.87747
H -4.63659 0.82105 -1.63747
H -2.48827 1.17956 -0.52256
H -0.99271 -2.36160 -1.99259
H -2.97991 -2.73653 -3.34852
H -4.28444 -3.33884 -5.10539
H -3.62940 -3.17093 -7.51072
H -5.14580 0.58708 -7.87380
H -5.89693 0.62185 -5.46719

---

[2]
14
Properties=species:S:1:pos:R:3 method="wB97M-V/def2-TZVPD" relative_energy_kj_mol=166.76 lumo_ev=1.2 homo_ha=-0.3138 smiles="C1=C[C@H]2C[C@H]2C1" energy_ha=-233.32349 homo_lumo_gap_ev=9.76
C -0.78526 0.42398 -1.36342
C -1.20872 0.95051 -0.21573
C -0.27155 0.57775 0.89248
C 0.43254 -0.81537 1.28503
C 0.99150 0.09969 0.25728
C 0.41718 -0.43385 -1.07354
H -1.33577 0.39353 -2.29921
H -2.05643 1.62681 -0.11362
H -0.25449 1.21028 1.77432
H 0.40715 -1.83913 0.90919
H 0.66959 -0.81163 2.34245
H 1.93901 0.63249 0.30441
H -0.06537 -1.38602 -0.79847
H 1.12647 -0.65399 -1.86848

---

[3]
18
Properties=species:S:1:pos:R:3 method="wB97M-V/def2-TZVPD" relative_energy_kj_mol=509.57 lumo_ev="-1.8 / -3.4" homo_ha="-0.2769 / -0.2786" multiplicity=2 energy_ha=-384.42192 s_squared=0.7552 homo_lumo_gap_ev="5.74 / 4.18"
C -3.14200 0.04386 -0.30428
O -3.56159 -0.63530 0.75318
C -1.73698 0.66748 -0.13080
C -0.66531 -0.26127 -0.14466
C 0.69459 0.07911 0.30454
O 3.30037 -0.38319 1.33499
H -3.82580 0.84705 -0.66048
H -3.26498 -0.53939 -1.24557
H -1.73240 1.74710 -0.06100
H -1.35446 0.01953 0.87883
H -0.78933 -1.18526 -0.70155
H 0.60946 0.90724 1.01499
H 1.37978 0.42434 -0.52351
H 1.20535 -0.69964 0.87049
H 4.21829 -0.65845 1.31209
H 2.61738 -0.25261 -1.92537
H 3.04995 -0.25780 0.36139
O 2.99767 0.13720 -1.13327

---

[4]
97
Properties=species:S:1:pos:R:3 method="wB97M-V/def2-TZVPD" lumo_ev=0.9 homo_ha=-0.2072 total_charge=-1 energy_ha=-14093.19736 homo_lumo_gap_ev=6.58
C -2.56534 2.65908 -0.63301
C -1.11270 1.85192 -0.84286
C -0.56541 1.57920 0.68629
Br 0.14989 3.35949 1.33099
Nb 1.16517 0.06409 0.84402
F 2.42158 1.70853 1.47509
C 1.81458 0.63731 -1.26659
C 1.36672 -0.30606 -2.49116
C 0.37056 0.44927 -3.60512
C -1.00015 -0.39648 -3.92443
N -1.95882 0.55388 -4.66359
C -1.62578 1.82693 -5.45803
C -2.96131 2.58628 -6.06118
C -4.13164 1.54409 -5.55380
C -3.47417 0.29978 -4.66484
C -0.28717 -1.53746 0.19773
C 0.27305 -3.06893 0.12203
O 0.11098 -3.95441 1.14601
N 0.92522 -3.72410 -1.11511
C -0.22609 -4.46992 -1.81629
C 1.83195 -4.88535 -0.65375
C 0.77665 -0.26298 3.06441
Cl 0.78062 -2.02159 3.64340
C -0.57368 0.41017 3.69767
C -0.35477 0.34350 5.35699
Cl -2.14144 -0.58489 3.40805
C 2.94090 -1.39891 1.06034
Cl 3.65218 -1.97311 -0.59421
C 4.25886 -0.72597 1.82064
C 4.21130 -0.81380 3.45340
Cl 5.69103 -1.86086 1.31948
H -3.21045 2.19588 0.24280
H -3.22863 2.66612 -1.59653
H -2.36833 3.78956 -0.30489
H -0.44700 2.63760 -1.44773
H -1.34619 0.88072 -1.45368
H -1.54640 1.23565 1.27204
H 3.01036 0.67587 -1.25413
H 1.53926 1.76159 -1.56760
H 0.91383 -1.35054 -2.25949
H 2.35331 -0.53721 -3.12783
H 0.94556 0.53266 -4.64876
H 0.15175 1.57611 -3.30226
H -1.56760 -0.70162 -2.93832
H -0.83086 -1.35370 -4.60186
H -0.55659 2.27737 -5.63957
H -3.06471 3.57980 -6.69828
H -5.27919 1.71570 -5.82412
H -4.05973 -0.59487 -4.13567
H -1.23698 -1.57525 0.92059
H -0.74559 -1.21590 -0.85676
H -1.09687 -4.71884 -1.04065
H 0.17802 -5.53467 -2.17352
H -0.67427 -3.88420 -2.72402
H 2.50462 -4.48812 0.24618
H 2.55838 -5.25558 -1.50891
H 1.23223 -5.82028 -0.28789
H 1.66698 0.26070 3.66730
H -0.73419 1.54360 3.46356
H -1.02658 1.22004 5.79281
H -0.82161 -0.69682 5.69558
H 0.76886 0.42743 5.67138
H 2.66997 -2.39790 1.60621
H 4.56344 0.32285 1.38466
H 3.82388 0.18458 3.96345
H 5.33573 -0.93010 3.82954
H 3.62129 -1.76221 3.81247
C -4.24357 5.88663 -8.90397
Cl -4.06132 5.64711 -10.65011
Cl -5.92208 5.60790 -8.40958
Cl -3.14670 4.81883 -8.01170
H -3.98288 6.92184 -8.66936
C 7.31327 0.11778 6.25051
Cl 7.33013 -1.61635 6.61391
Cl 7.54995 0.39235 4.51612
Cl 5.79599 0.85291 6.79541
H 8.13811 0.59062 6.78969
C -1.04419 -5.00231 6.16897
Cl -1.02733 -6.73645 6.53237
Cl -0.80752 -4.72774 4.43458
Cl -2.56147 -4.26719 6.71387
H -0.21936 -4.52948 6.70816
C -4.84534 -2.40087 9.52205
Cl -4.92340 -3.43130 8.08271
Cl -3.24677 -1.64984 9.66361
Cl -6.11194 -1.16291 9.47037
H -5.01107 -3.02650 10.40282
C 9.70763 -1.12555 -0.00018
Cl 11.44433 -1.46326 0.09673
Cl 9.04472 -0.80759 1.61196
Cl 9.39956 0.24440 -1.08082
H 9.20784 -2.00682 -0.41033
C -9.61329 7.71099 -7.14256
Cl -9.30901 7.13413 -5.49507
Cl -8.43587 8.95601 -7.59324
Cl -9.56499 6.36372 -8.29234
H -10.61191 8.15423 -7.17325

---

[5]
119
Properties=species:S:1:pos:R:3 method="wB97M-V/def2-TZVPD" relative_energy_kj_mol=1858.63 lumo_ev=0.4 homo_ha=-0.3185 smiles=COC[C@H](C)N.COC[C@H](C)N.COC[C@H](C)N.COC[C@H](C)N.COC[C@H](C)N.COC[C@H](C)N.COC[C@H](C)N energy_ha=-2022.16351 homo_lumo_gap_ev=9.05
C -0.15591 -46.68599 -10.86472
O -0.24888 -45.97298 -12.11530
C -0.98758 -44.77554 -11.97529
C -1.11472 -44.34993 -13.41828
C 0.14407 -44.08681 -14.14361
N -1.96502 -43.08236 -13.53730
H 0.22093 -46.06262 -10.05925
H 0.53030 -47.42704 -10.60871
H -1.22417 -46.92739 -10.70033
H -1.94845 -45.32430 -11.43265
H -0.56943 -44.14272 -11.20569
H -1.66993 -45.11061 -13.93337
H -0.12592 -43.75822 -15.31572
H 0.47798 -45.08141 -14.28708
H 0.79690 -43.49183 -13.50066
H -1.37883 -42.32149 -13.36841
H -2.57565 -43.21214 -12.86636
C -1.13848 -40.90376 -11.24568
O -1.35486 -40.46166 -12.57452
C -1.09727 -39.09855 -12.73098
C -1.29729 -38.64146 -14.18152
C -0.37438 -39.43927 -15.22443
N -0.95870 -37.17339 -14.13567
H -1.70326 -41.76915 -11.17727
H -1.67577 -40.29253 -10.73485
H -0.06473 -41.02952 -11.06728
H -1.44273 -38.60862 -12.13748
H -0.03374 -38.94720 -12.40568
H -2.40886 -38.73928 -14.42475
H -1.02286 -40.28618 -15.55726
H 0.64509 -39.69856 -14.65421
H -0.33146 -38.90534 -16.16354
H -1.45554 -36.56951 -13.48704
H -0.01861 -37.00640 -13.87592
C 1.03314 -46.08345 -5.77591
O 1.13609 -45.07002 -6.66811
C 2.15402 -44.07017 -6.37407
C 1.95115 -42.85881 -7.31816
C 2.19120 -43.07543 -8.76469
N 2.51774 -41.65549 -6.91750
H 0.65888 -45.56022 -4.89103
H 1.86107 -46.76799 -5.60642
H 0.10684 -46.70763 -6.38495
H 2.01673 -43.82335 -5.30022
H 3.29071 -44.40281 -6.42594
H 0.88087 -42.58614 -7.21885
H 1.63093 -44.03885 -9.17589
H 3.20113 -43.52786 -8.74855
H 1.98089 -42.24638 -9.51182
H 3.65410 -41.62152 -7.17312
H 2.35869 -41.45645 -5.84725
C -4.89189 -42.64585 -10.05123
O -3.86993 -43.57717 -9.75755
C -3.47212 -43.45965 -8.39669
C -2.28166 -44.32123 -8.40250
C -2.76249 -45.84992 -8.48908
N -1.58633 -44.20951 -7.02585
H -5.30107 -42.46437 -11.08456
H -4.70737 -41.56742 -9.74334
H -5.87926 -42.95902 -9.45810
H -3.13894 -42.54254 -7.94452
H -4.29840 -43.96667 -7.75228
H -1.71900 -44.07927 -9.11999
H -1.98193 -46.44554 -8.44620
H -3.19171 -45.94097 -9.33720
H -3.45067 -46.08423 -7.63153
H -0.59141 -44.84077 -6.78537
H -1.49120 -43.24122 -7.06318
C 4.05387 -43.74351 -13.85711
O 5.29593 -44.40535 -13.73826
C 5.23980 -45.70348 -13.28922
C 6.62797 -46.19850 -13.11031
C 7.43453 -46.20077 -14.35896
N 6.64621 -47.59455 -12.41990
H 3.57909 -43.60781 -12.84897
H 3.32312 -44.21452 -14.39607
H 4.13179 -42.68141 -14.08742
H 4.59867 -46.04870 -12.30953
H 4.77413 -46.42228 -14.13158
H 7.02772 -45.70909 -12.26341
H 6.94687 -45.37448 -15.09321
H 7.66023 -47.05224 -14.95017
H 8.60778 -46.03664 -14.60665
H 6.36997 -47.60555 -11.50091
H 7.52699 -47.80342 -12.08371
C -5.90572 -39.58062 -13.14134
O -5.15052 -39.76663 -14.22475
C -4.58984 -41.02425 -14.40920
C -4.03408 -41.31689 -15.71200
C -5.09073 -41.22964 -16.89246
N -3.71980 -42.70800 -15.77949
H -5.41191 -39.83859 -12.04904
H -6.74920 -40.17771 -13.12670
H -6.28435 -38.72980 -12.98386
H -4.00240 -41.18572 -13.46787
H -5.38332 -41.77113 -14.17129
H -3.29839 -40.50997 -15.67929
H -4.61730 -41.22538 -17.82964
H -5.57721 -40.21227 -16.99631
H -5.62881 -42.23608 -16.87264
H -4.36997 -43.20051 -15.34729
H -2.96729 -42.77280 -15.02578
C 5.25589 -46.28068 -9.19058
O 5.01779 -47.51304 -9.75025
C 4.58945 -48.49636 -8.88005
C 3.98810 -49.66698 -9.81824
C 2.87202 -49.47361 -10.75338
N 3.76356 -50.80856 -8.83605
H 4.42611 -46.13143 -8.55123
H 5.42011 -45.51137 -10.13669
H 6.08142 -46.35219 -8.48408
H 5.33549 -48.85850 -8.30004
H 3.81930 -48.07239 -8.26790
H 4.94108 -50.14349 -10.27614
H 2.71769 -50.37612 -11.32467
H 2.78422 -48.59495 -11.27972
H 1.93387 -49.09403 -10.16200
H 4.41104 -50.91815 -8.16857
H 3.64451 -51.70197 -9.48932

---

[6]
55
Properties=species:S:1:pos:R:3 method="wB97M-V/def2-TZVPD" relative_energy_kj_mol=0.00 lumo_ev=-7.0 homo_ha=-0.4168 energy_ha=-5902.50204 homo_lumo_gap_ev=4.31
In 20.59322 -21.44253 22.62553
C 19.90898 -16.92721 23.15933
F 20.06308 -15.65274 22.87747
F 20.84774 -17.31686 23.98504
F 18.71648 -17.14767 23.67938
S 20.04920 -17.94535 21.53892
O 19.66749 -17.16119 20.42403
O 21.38642 -18.46809 21.47671
N 19.07722 -19.30586 21.74936
S 17.63912 -18.96402 21.09424
O 17.09422 -17.68108 21.42315
O 17.53576 -19.37114 19.74166
C 16.52325 -20.05819 22.11927
F 16.46700 -19.58797 23.35880
F 15.34327 -20.18997 21.59170
F 17.15468 -21.26565 22.23906
C 24.31098 -17.99428 22.36799
F 25.49021 -17.59067 22.79570
F 23.41824 -17.03861 22.49625
F 24.41265 -18.35569 21.10648
S 23.77187 -19.39356 23.54502
O 24.90425 -19.89407 24.24261
O 22.73087 -18.86561 24.34724
N 23.20509 -20.67179 22.53402
S 24.38726 -21.36948 21.63702
O 23.82001 -21.67112 20.35660
O 25.64668 -20.71024 21.67417
C 24.64871 -23.03485 22.46701
F 25.62956 -23.63736 21.81856
F 24.93123 -22.83284 23.73793
F 23.54271 -23.75575 22.39686
N 21.46021 -23.05630 24.53509
S 21.49682 -24.62744 24.81855
O 20.87169 -25.15833 25.98161
O 22.62656 -25.34873 24.33945
F 20.36457 -24.96185 23.71497
S 22.16404 -22.54898 25.99008
O 23.51233 -22.94550 26.11439
O 21.26187 -22.53745 27.07315
F 22.26434 -21.00826 25.65915
C 22.08236 -24.84494 17.47993
C 23.10479 -25.67250 18.30562
C 23.17942 -25.13471 19.68798
S 21.49195 -24.68825 20.15835
O 21.56599 -23.39490 20.83015
O 20.83038 -25.82143 20.72997
C 20.93511 -24.43480 18.42002
H 21.72047 -25.42716 16.63986
H 22.59490 -23.93559 17.17503
H 24.03674 -25.54679 17.75170
H 22.88838 -26.74075 18.26910
H 23.62778 -24.13271 19.73982
H 23.67877 -25.65414 20.50337
H 20.75009 -23.35773 18.38278
H 19.94424 -24.82243 18.19203

---

[7]
12
Properties=species:S:1:pos:R:3 method="wB97M-V/def2-TZVPD" relative_energy_kj_mol=256.06 lumo_ev=0.5 homo_ha=-0.3851 smiles="[H]/N=C/Nn1cnnn1" energy_ha=-407.01939 homo_lumo_gap_ev=10.95
H -2.28577 1.23237 -0.95807
N -1.31376 0.87108 -0.86671
C -1.61002 -0.10165 -0.10887
N -0.64532 -0.80217 0.61044
N 0.60602 -0.36501 0.25452
C 1.23889 0.69047 0.65464
N 2.49788 0.79556 0.06738
N 2.55287 -0.34270 -0.64670
N 1.38931 -0.99421 -0.70834
H -2.57764 -0.63675 0.07897
H -0.48670 -1.84761 0.38718
H 0.63426 1.50061 1.23558

---

[8]
7
Properties=species:S:1:pos:R:3 method="wB97M-V/def2-TZVPD" relative_energy_kj_mol=221.21 lumo_ev=-0.9 homo_ha=-0.3394 energy_ha=-3296.48854 homo_lumo_gap_ev=8.29
C 0.38040 -0.93597 -0.12216
P -0.20952 1.94140 0.25311
P -1.09775 0.14691 -0.06454
Br 2.09132 -0.25134 -0.03929
H 0.25625 -1.98123 1.14518
H 0.07507 -1.63177 -1.02793
H -1.49578 2.71201 -0.14438

---

[9]
23
Properties=species:S:1:pos:R:3 method="wB97M-V/def2-TZVPD" relative_energy_kj_mol=411.59 lumo_ev=0.9 homo_ha=-0.3407 smiles="CC1=CCC[C@]2(C)O[C@]12C=O" energy_ha=-500.46464 homo_lumo_gap_ev=10.12
C 2.43072 -1.13839 -0.87187
C 1.17379 -0.89076 -0.10698
C 0.44261 -1.82161 0.36588
C -0.96317 -1.46027 0.95623
C -1.73166 -0.54231 0.06832
C -1.02697 0.75823 -0.15734
C -1.81527 2.05630 0.04059
O -0.25463 0.91564 -1.26352
C 0.45663 0.78383 -0.11640
C 1.63956 1.64572 0.30261
O 1.95575 1.69516 1.44742
H 2.14882 -1.90318 -1.51100
H 3.33639 -1.42374 -0.42467
H 2.49103 -0.23630 -1.50350
H 0.74394 -2.85268 0.36193
H -1.59022 -2.34906 0.94318
H -0.79118 -1.14123 1.94008
H -1.83216 -1.11348 -0.77011
H -2.79401 -0.49669 0.57097
H -1.20050 2.99866 -0.13658
H -2.37155 2.12812 1.09327
H -2.52863 2.07502 -0.76042
H 2.08072 2.31300 -0.46809

---

[10]
18
Properties=species:S:1:pos:R:3 method="wB97M-V/def2-TZVPD" relative_energy_kj_mol=48.02 lumo_ev=1.0 homo_ha=-0.3058 smiles=CSC.CSC energy_ha=-955.94616 homo_lumo_gap_ev=9.31
C 1.78553 -0.42572 -1.14466
S 1.78825 0.59179 0.33955
C 3.29426 1.58368 0.04981
H 2.75196 -0.51853 -1.62660
H 1.41356 -1.42635 -0.89565
H 1.10638 -0.01228 -1.89136
H 3.17426 2.55405 0.52611
H 3.43307 1.68959 -1.01528
H 4.13225 1.06631 0.49486
C -1.95223 -0.49862 1.58548
S -2.51927 -0.04254 -0.07304
C -1.91069 -1.47568 -1.00928
H -2.41746 -1.42441 1.93316
H -0.86217 -0.50378 1.60642
H -2.27164 0.32030 2.22358
H -2.69803 -2.18781 -1.24618
H -1.13139 -1.93315 -0.39941
H -1.43265 -1.12708 -1.91624